[1]
43
Properties=species:S:1:pos:R:3 method="wB97M-V/def2-TZVPD" charge=+2 gap_ev=8.208 energy_ev=-67064.971 homo_ev=-14.7
Ir -0.0628 0.4007 -0.3480
C 1.7142 -2.1528 0.7505
C 2.6963 -1.2267 0.0714
S 2.1905 0.5224 0.2831
C 2.9894 1.2075 -1.2147
C 2.4202 0.6678 -2.5232
S 0.6424 1.0206 -2.4690
C -0.2398 -0.0120 -3.6597
C -1.7008 0.1275 -3.2397
S -2.0655 -0.2836 -1.4909
C -1.8614 -2.1146 -1.5352
C -0.4379 -2.6429 -1.3142
S 0.0089 -1.8203 0.2310
H 1.6641 -1.9839 1.8286
H 1.9483 -3.2031 0.5795
H 2.7461 -1.4483 -0.9922
H 3.6954 -1.3236 0.4971
H 4.0590 1.0135 -1.1341
H 2.8434 2.2866 -1.1445
H 2.5863 -0.3978 -2.6680
H 2.8535 1.2056 -3.3660
H 0.1237 -1.0359 -3.6258
H -0.1000 0.3867 -4.6640
H -2.3560 -0.4978 -3.8456
H -2.0373 1.1590 -3.3574
H -2.2874 -2.4547 -2.4782
H -2.5087 -2.4790 -0.7366
H 0.2532 -2.3980 -2.1152
H -0.4710 -3.7232 -1.1700
C -1.6489 0.6740 5.0392
N -1.4238 1.2148 3.6909
C -1.7881 2.4797 3.3607
C -1.5941 3.0279 2.1283
C -0.9966 2.1722 1.1868
O -0.7028 2.3995 -0.0564
N -0.6589 0.9180 1.5335
C -0.8071 0.3673 2.7753
O -0.4472 -0.7626 3.0376
H -2.0300 1.4706 5.6705
H -0.7097 0.3015 5.4389
H -2.3667 -0.1414 4.9938
H -2.2503 3.0405 4.1617
H -1.8823 4.0384 1.8903

[2]
60
Properties=species:S:1:pos:R:3 method="wB97M-V/def2-TZVPD" charge=+1 gap_ev=7.879 energy_ev=-111396.636 homo_ev=-12.0
N -3.5512 -1.6656 2.6715
B -3.1817 -0.3769 3.2495
O -3.9580 0.3126 4.1277
C -1.7985 0.3341 2.8527
C -1.1320 1.2034 3.6876
C 0.0322 1.8171 3.2270
C 0.5275 1.5779 1.9402
P 2.0194 2.5476 1.3690
O 2.9698 2.1001 2.6189
Br 1.3223 4.5224 2.0982
C -0.1380 0.6582 1.1346
C 0.2486 0.2250 -0.2126
C -0.7151 -0.1259 -1.1628
C -0.3357 -0.5184 -2.4247
C 1.0081 -0.5755 -2.7724
C 1.9665 -0.2489 -1.8250
C 1.5906 0.1346 -0.5630
N -1.2600 0.0944 1.6407
H -3.9762 -1.4852 1.7596
H -2.7119 -2.2002 2.4567
H -4.8285 0.5542 3.7899
H -1.5159 1.4180 4.6741
H 0.5537 2.5184 3.8644
H 3.8274 1.7966 2.2886
H -1.7769 -0.0811 -0.9450
H -1.0884 -0.7885 -3.1512
H 1.2935 -0.8733 -3.7709
H 3.0196 -0.2904 -2.0675
H 2.3765 0.3464 0.1487
H -1.7580 -0.5684 1.0570
C 7.1862 -1.7458 0.7911
C 5.9537 -1.4096 -0.0282
O 5.6001 -0.0333 -0.0112
C 6.5798 0.8675 -0.5121
C 6.9676 0.6228 -1.9587
H 7.0541 -1.4362 1.8285
H 7.3631 -2.8209 0.7690
H 8.0811 -1.2564 0.4062
H 5.0873 -1.9282 0.3844
H 6.0713 -1.7609 -1.0590
H 7.4666 0.8611 0.1295
H 6.1291 1.8560 -0.4165
H 7.4348 -0.3519 -2.1004
H 7.6797 1.3809 -2.2837
H 6.0904 0.6728 -2.6059
C -7.0960 1.0276 -1.2841
C -5.7305 0.8727 -1.9275
O -4.8478 0.0042 -1.2226
C -5.3103 -1.3313 -1.0635
C -5.6200 -2.0708 -2.3503
H -7.0006 1.3936 -0.2607
H -7.6913 1.7414 -1.8523
H -7.6488 0.0881 -1.2550
H -5.2211 1.8358 -1.9449
H -5.8289 0.5478 -2.9677
H -6.1827 -1.3501 -0.4005
H -4.5013 -1.8453 -0.5358
H -6.4378 -1.6063 -2.9007
H -5.9099 -3.0963 -2.1240
H -4.7473 -2.0919 -3.0048

[3]
21
Properties=species:S:1:pos:R:3 method="wB97M-V/def2-TZVPD" charge=0 gap_ev="6.143 / 6.573" energy_ev=-11334.070 homo_ev="-5.5 / -5.7"
C 1.8765 -0.5137 0.0780
C 0.0773 -1.8129 -1.0379
N 0.4555 -0.6874 -0.1898
C -0.9386 0.9288 0.2405
C -0.5644 -0.2457 0.9359
N 0.3525 2.0014 -1.3736
N -1.8522 1.9342 0.4913
C -1.0846 -1.0155 1.9099
N -0.2318 0.8247 -0.9876
H 0.5283 1.9937 -2.3733
H 1.1977 2.2565 -0.8629
H -2.4771 1.7551 1.2639
H -1.4097 2.8473 0.4985
H 2.0922 0.5226 0.3382
H 2.1519 -1.1386 0.9301
H 0.8978 -2.1983 -1.6472
H -0.3413 -2.6190 -0.4303
H 2.5129 -0.7849 -0.7685
H -0.6932 -1.4832 -1.7340
H -2.0695 -0.8039 2.3065
H -0.4801 -1.7613 2.4124